# 1
DFT (wB97M-V/def2-TZVPD) results for 17 unconnected molecules or ions with the total composition C32H52Cl48N4O6P2Si.

```
145
Properties=species:S:1:pos:R:3:mulliken_charge:R:1
C 5.964 -0.213 -0.737 -0.8482
C 4.332 -0.143 -0.921 0.1640
P 3.532 1.445 -0.158 -0.0408
C 4.571 2.887 -0.856 -0.1666
C 4.903 2.522 -2.454 -0.5471
N 3.469 1.394 1.604 0.6069
P 4.350 0.062 2.354 0.3653
O 5.890 0.523 2.486 -0.7043
C 2.136 1.704 2.210 -1.3623
N 2.043 3.001 3.041 0.3392
C 3.030 4.039 2.557 -0.5321
O 2.618 4.546 1.219 0.0611
C 3.053 5.982 1.257 -0.7835
C 2.546 2.542 4.426 0.4158
O 2.198 1.352 4.977 -0.5863
O 3.502 3.350 5.247 -0.6844
N 0.982 0.965 2.142 0.8540
C 0.954 -0.345 1.401 0.5465
C -0.257 -0.436 0.251 -0.3903
O 0.044 0.327 -0.970 0.1987
Si -1.269 0.214 -2.138 0.8786
C -1.215 -1.423 -3.211 -0.5074
C -3.039 0.296 -1.384 -0.9808
C -1.176 1.681 -3.442 -1.0279
C -0.310 1.382 2.851 -0.9042
C -1.281 2.361 1.968 0.2219
C -0.512 3.504 1.083 0.1624
N 0.063 3.325 -0.307 -0.1461
O -0.403 4.742 1.625 -0.5916
H 6.487 0.859 -0.703 0.1724
H 6.306 -0.759 0.249 0.2920
H 6.510 -0.783 -1.633 0.2478
H 3.861 -1.143 -0.476 0.3562
H 4.133 -0.198 -2.096 -0.3360
H 5.613 3.042 -0.322 0.4621
H 4.017 3.928 -0.895 0.0464
H 4.057 1.824 -2.926 0.0792
H 4.948 3.473 -3.139 0.3842
H 5.906 1.913 -2.573 0.0338
H 4.267 -1.209 1.669 0.0958
H 3.898 -0.164 3.706 0.1041
H 2.910 4.974 3.289 0.3612
H 4.156 3.729 2.621 0.2929
H 3.179 6.338 0.147 0.2092
H 4.093 6.105 1.818 0.3116
H 2.256 6.596 1.875 0.1751
H 1.963 -0.701 0.939 -0.0292
H 0.652 -1.176 2.204 -0.7292
H -1.295 -0.197 0.743 0.1025
H -0.312 -1.583 -0.075 0.2537
H -2.305 -1.751 -3.564 0.1590
H -0.705 -2.286 -2.585 0.2170
H -0.564 -1.204 -4.158 -0.0958
H -3.751 0.866 -2.155 0.2508
H -3.130 0.881 -0.375 0.1762
H -3.542 -0.770 -1.214 0.2196
H -1.264 1.300 -4.545 0.1879
H -2.127 2.374 -3.250 0.2562
H -0.229 2.334 -3.222 0.3095
H -0.144 1.820 3.923 0.4826
H -0.919 0.367 3.009 0.3468
H -2.030 1.785 1.276 -0.2716
H -1.959 2.951 2.753 0.4251
H -0.664 3.353 -1.055 0.2794
H 0.767 4.054 -0.555 0.1838
C 2.915 9.246 3.451 0.0593
Cl 4.116 10.326 2.724 -0.1632
Cl 1.498 9.091 2.398 -0.1388
Cl 3.625 7.655 3.777 -0.0091
H 2.592 9.679 4.401 0.2647
C 3.822 -1.108 -5.626 -0.1008
Cl 4.002 -2.865 -5.764 -0.0946
Cl 2.513 -0.703 -4.503 0.0329
Cl 5.343 -0.366 -5.102 -0.0018
H 3.566 -0.710 -6.611 0.1170
C -4.602 -1.178 -5.860 0.0444
Cl -4.378 -2.935 -5.900 -0.1301
Cl -5.652 -0.715 -4.510 -0.0704
Cl -3.038 -0.354 -5.743 -0.0464
H -5.084 -0.871 -6.792 0.1563
C -0.217 -4.446 2.963 -0.0335
Cl 0.803 -3.133 3.576 -0.1427
Cl -1.305 -3.849 1.699 0.0619
Cl 0.782 -5.774 2.348 -0.1323
H -0.824 -4.825 3.789 0.2386
C -4.969 -3.674 4.121 -0.2506
Cl -5.385 -3.310 2.437 -0.0675
Cl -6.016 -4.955 4.757 -0.1060
Cl -3.265 -4.141 4.254 -0.0666
H -5.127 -2.772 4.718 0.4503
C -8.650 -4.021 0.178 0.5175
Cl -7.449 -2.941 -0.549 -0.0957
Cl -10.066 -4.176 -0.875 -0.1438
Cl -7.940 -5.611 0.504 -0.1013
H -8.973 -3.587 1.128 -0.1949
C 1.137 -8.129 -0.664 0.5485
Cl -0.119 -9.377 -0.615 -0.1077
Cl 2.723 -8.853 -0.981 -0.1282
Cl 0.754 -6.910 -1.892 -0.1062
H 1.172 -7.636 0.311 -0.1935
C -8.218 -0.228 -7.543 0.0145
Cl -7.994 -1.986 -7.583 -0.1027
Cl -9.268 0.234 -6.192 -0.1022
Cl -6.654 0.596 -7.425 -0.1168
H -8.699 0.079 -8.474 0.3448
C -5.106 -1.680 8.013 -0.0242
Cl -6.579 -2.641 8.220 -0.1279
Cl -4.103 -2.349 6.714 -0.0763
Cl -5.509 0.013 7.678 -0.1164
H -4.535 -1.720 8.944 0.3411
C -10.263 -1.473 3.831 0.6958
Cl -11.519 -2.722 3.881 -0.1293
Cl -8.677 -2.198 3.515 -0.0252
Cl -10.646 -0.254 2.603 -0.1246
H -10.228 -0.980 4.806 -0.4046
C 1.730 -2.580 -8.924 -0.0999
Cl 1.954 -4.337 -8.964 -0.1060
Cl 0.680 -2.117 -7.574 -0.0266
Cl 3.294 -1.756 -8.806 -0.0984
H 1.248 -2.273 -9.856 0.3563
C -3.674 -7.672 2.191 -0.0982
Cl -3.585 -8.889 0.907 -0.1206
Cl -2.049 -7.198 2.714 -0.0557
Cl -4.589 -6.256 1.643 -0.0053
H -4.197 -8.109 3.045 0.3158
C 9.354 0.385 -6.071 -0.0788
Cl 8.600 0.499 -7.670 -0.1285
Cl 8.126 0.475 -4.797 -0.0320
Cl 10.289 -1.113 -5.929 -0.1091
H 10.037 1.230 -5.952 0.3433
C -9.846 0.927 7.717 -0.0205
Cl -10.600 1.041 6.118 -0.1174
Cl -11.074 1.017 8.992 -0.1217
Cl -8.911 -0.571 7.859 -0.0425
H -9.163 1.772 7.837 0.2965
C 5.371 10.552 6.145 0.5141
Cl 6.729 9.456 6.449 -0.1166
Cl 3.860 9.854 6.752 -0.1365
Cl 5.669 12.133 6.889 -0.1352
H 5.277 10.692 5.065 -0.1172
C 9.857 -4.778 -6.618 0.4581
Cl 9.875 -5.178 -8.344 -0.1241
Cl 8.603 -5.707 -5.778 -0.1224
Cl 11.445 -5.079 -5.893 -0.1258
H 9.626 -3.715 -6.513 -0.0796
```

=====

# 2
61
Properties=species:S:1:pos:R:3:mulliken_charge:R:1 method="wB97M-V/def2-TZVPD" total_charge=-1
O 2.777 1.225 -2.164 -0.9054
C 1.620 1.771 -2.416 -0.2990
C 1.525 3.241 -2.001 0.5557
C 0.920 3.644 -0.816 1.0359
H 0.471 2.895 -0.157 -0.3506
C 0.771 5.013 -0.531 -1.0678
H 0.267 5.312 0.389 0.3984
C 1.249 5.966 -1.439 -0.4284
H 1.113 7.031 -1.237 0.3364
C 1.915 5.552 -2.604 -0.5044
H 2.307 6.288 -3.313 0.3424
C 2.073 4.187 -2.866 -0.6684
H 2.592 3.837 -3.764 0.3533
H 1.752 1.782 -3.515 0.0182
C 0.299 -0.404 -2.937 -1.9509
C 0.219 0.923 -2.280 1.5980
H 0.007 -0.337 -4.001 0.4965
H -0.394 -1.106 -2.453 0.3220
H 1.324 -0.783 -2.901 0.3480
C -0.936 1.580 -2.096 -0.4315
C -2.291 1.133 -2.512 -1.4288
H -0.936 2.569 -1.654 0.3158
H -2.654 1.744 -3.352 0.3546
H -2.981 1.271 -1.676 0.1977
H -2.304 0.077 -2.797 0.3490
Zn -1.068 -0.620 0.453 1.5494
Cl -1.679 1.498 0.900 -0.7158
Cl -2.528 -1.784 -0.849 -0.5916
C -3.048 -1.309 2.533 0.3871
O -1.887 -1.697 2.292 -0.7997
N -3.983 -2.075 3.109 0.1874
C -3.687 -3.441 3.520 -0.9133
C -5.369 -1.652 3.191 -0.8587
H -3.375 -0.289 2.254 0.1062
H -2.618 -3.630 3.413 0.2102
H -4.261 -4.151 2.909 0.3094
H -3.998 -3.574 4.561 0.3274
H -5.441 -0.633 2.798 0.2727
H -5.708 -1.672 4.235 0.3102
H -6.016 -2.322 2.608 0.2925
H 2.005 -4.925 0.074 0.3198
H 4.267 -3.561 0.030 0.3251
C 1.696 -4.276 -0.755 -0.9983
C 3.802 -2.954 -0.759 -0.9313
N 2.357 -2.984 -0.638 0.2927
H 0.613 -4.128 -0.738 0.2513
C 1.654 -1.865 -0.417 0.4090
O 0.424 -1.896 -0.188 -0.9163
H 4.140 -1.917 -0.672 0.2844
H 2.234 -0.924 -0.477 0.1826
H 2.007 -4.754 -1.691 0.3265
H 4.116 -3.363 -1.730 0.3170
N 2.232 0.802 2.929 -0.0477
C 2.075 -0.427 3.558 -0.6210
C 1.051 -1.055 2.893 -0.6326
N 0.602 -0.229 1.877 0.4286
C 1.325 0.877 1.918 -0.0915
H 2.894 1.533 3.166 0.2180
H 2.659 -0.753 4.398 0.4182
H 0.601 -2.017 3.086 0.4736
H 1.206 1.757 1.303 -0.0684

=====

# 3
DFT (wB97M-V/def2-TZVPD) results for 2 unconnected molecules or ions with the total composition C5H13N.

```
19
Properties=species:S:1:pos:R:3:mulliken_charge:R:1
C -0.060 -0.225 1.629 -1.3521
C -0.614 0.275 0.294 -0.0545
N -2.001 0.034 0.256 -0.4638
C 2.706 -0.554 -0.376 -0.2738
C 2.108 0.779 -0.617 -0.7928
C -2.484 -0.199 -1.059 -0.8536
H -0.835 -0.131 2.388 0.4303
H 0.137 -1.296 1.572 0.3232
H 0.818 0.316 1.982 0.3099
H -0.179 -0.211 -0.577 0.4278
H -0.427 1.383 0.225 0.2266
H 2.706 -1.309 -1.156 0.2677
H 3.518 -0.757 0.317 0.3269
H 1.728 -0.747 0.179 -0.0859
H 2.281 1.180 -1.621 0.3494
H 2.572 1.570 -0.026 0.2823
H -3.576 -0.174 -0.978 0.3133
H -2.233 -1.132 -1.592 0.3115
H -2.242 0.615 -1.767 0.3075
```

=====

# 4
9
Properties=species:S:1:pos:R:3:mulliken_charge:R:1 method="wB97M-V/def2-TZVPD" total_charge=-1 smiles="C=[PH2]C(=O)[O-]"
C 0.942 0.854 -0.383 -0.7463
P 0.215 -0.429 0.410 0.0020
C -1.640 0.007 0.152 0.4863
O -2.257 -0.813 -0.489 -0.5980
O -1.704 1.128 0.640 -0.5388
H 0.688 1.093 -1.478 0.1761
H 2.029 0.554 -0.336 0.2064
H 1.129 -0.618 1.611 0.0166
H 0.598 -1.777 -0.126 -0.0042

=====

# 5
72
Properties=species:S:1:pos:R:3:mulliken_charge:R:1 method="wB97M-V/def2-TZVPD" smiles="O=C1CCCO1.O=C1CCCO1.ClCCCl.ClCCCl.ClCCCl.ClCCCl.ClCCCl.ClCCCl"
O -1.052 -1.327 -3.247 -0.3459
C -1.295 -1.089 -4.393 0.3486
C -1.746 0.261 -5.005 -0.3151
C -1.550 0.126 -6.510 -0.5587
C -1.377 -1.370 -6.735 -0.3494
O -1.172 -1.974 -5.405 -0.4386
H -2.821 0.361 -4.730 0.2696
H -1.227 1.072 -4.479 0.2775
H -2.395 0.495 -7.114 0.2790
H -0.706 0.686 -6.954 0.2610
H -2.323 -1.779 -7.114 0.2604
H -0.513 -1.610 -7.308 0.3187
O 0.753 -5.497 2.463 -0.6351
C 0.451 -4.495 3.071 0.4993
C 1.138 -3.124 2.986 0.4014
C 0.689 -2.401 4.220 0.3180
C -0.631 -3.147 4.515 -0.5604
O -0.528 -4.454 3.944 -0.3430
H 2.211 -3.172 2.824 0.3935
H 0.737 -2.646 2.080 -0.6697
H 1.374 -2.514 5.053 0.2936
H 0.441 -1.324 4.055 -0.3704
H -0.875 -3.283 5.582 0.3152
H -1.449 -2.639 4.024 0.2744
Cl -0.865 1.215 4.432 -0.1446
C 0.374 2.054 5.363 -0.4280
C 1.689 1.427 5.576 -0.5990
Cl 2.455 0.929 4.012 -0.1115
H -0.129 2.240 6.295 0.4069
H 0.536 2.999 4.842 0.1832
H 1.505 0.591 6.232 0.3091
H 2.446 2.059 6.047 0.4111
Cl -1.260 7.053 -0.005 -0.1668
C -2.446 5.933 0.549 -0.4288
C -1.823 4.591 1.058 -0.3096
Cl -0.813 5.019 2.512 -0.1842
H -3.050 5.573 -0.287 0.3028
H -3.056 6.463 1.276 0.3325
H -1.193 4.119 0.319 0.1135
H -2.680 3.947 1.328 0.3513
Cl 3.788 -0.799 -2.754 -0.1999
C 2.426 -1.973 -2.750 0.5446
C 2.189 -2.519 -4.074 -0.1834
Cl 3.543 -3.444 -4.720 -0.2133
H 1.545 -1.432 -2.472 -0.7193
H 2.666 -2.665 -1.967 0.3520
H 2.071 -1.648 -4.726 0.2497
H 1.290 -3.123 -4.218 0.1667
Cl 4.241 2.795 1.237 -0.1701
C 2.768 3.769 1.538 -0.0433
C 2.334 4.553 0.312 -0.2586
Cl 1.636 3.467 -0.890 -0.1718
H 2.883 4.430 2.406 0.3417
H 1.953 3.061 1.805 -0.1132
H 3.136 5.177 -0.153 0.3550
H 1.492 5.212 0.604 0.0608
Cl -0.038 -3.143 -0.725 -0.0605
C -1.671 -3.736 -1.260 -0.3271
C -2.792 -3.273 -0.394 -0.3128
Cl -2.726 -3.876 1.355 -0.2101
H -1.632 -4.799 -1.218 0.4727
H -1.830 -3.383 -2.280 -0.0111
H -3.731 -3.695 -0.753 0.4324
H -2.919 -2.210 -0.290 0.0488
Cl -2.146 0.506 -0.545 -0.2919
C -0.324 0.522 -0.499 1.4672
C 0.207 -0.051 0.788 0.0181
Cl 2.004 -0.215 0.613 -0.1262
H 0.050 1.535 -0.700 -0.2526
H -0.073 -0.067 -1.343 -0.9339
H -0.217 -1.000 1.074 0.0469
H 0.055 0.651 1.628 0.0806

=====

# 6
22
Properties=species:S:1:pos:R:3:mulliken_charge:R:1 method="wB97M-V/def2-TZVPD" smiles="C[Si](C)(C)O.C=C=C"
C -1.999 -1.742 -0.235 -1.0146
Si -1.135 -0.105 0.235 0.4935
C -1.322 1.205 -1.257 -0.9719
C -1.583 0.849 1.863 -1.1521
O 0.453 -0.513 0.491 -0.4424
H -1.839 -2.015 -1.280 0.3155
H -1.774 -2.518 0.414 0.3363
H -3.088 -1.453 -0.395 0.2785
H -2.353 1.114 -1.634 0.3189
H -1.170 2.331 -0.853 0.2179
H -0.517 0.838 -1.921 0.2753
H -1.162 1.867 1.810 0.2767
H -2.563 0.963 2.160 0.4346
H -1.009 0.350 2.582 0.3275
H 1.256 -0.116 0.003 0.2335
C 4.059 -0.315 0.581 -0.6171
C 3.348 -0.493 -0.477 0.2960
C 2.819 -0.626 -1.711 -0.8535
H 4.884 -0.864 0.855 0.2735
H 3.841 0.319 1.409 0.2663
H 1.959 -1.253 -1.659 0.4373
H 3.133 0.059 -2.456 0.2702

=====

# 7
15
Properties=species:S:1:pos:R:3:mulliken_charge:R:1 method="wB97M-V/def2-TZVPD" smiles=O[C@]12CCO[C@@H]1C2
O -1.502 -0.806 0.624 -0.5172
C -0.075 -0.554 0.646 0.4640
C 0.250 0.990 0.849 -0.7658
C -0.349 1.617 -0.512 -0.5075
O -0.501 0.325 -1.492 -0.4344
C 0.565 -0.364 -0.918 -0.2679
C 0.528 -1.716 -0.177 -0.6038
H -1.398 -1.740 1.147 0.3885
H -0.490 1.055 1.602 0.3809
H 1.320 1.316 0.960 0.2971
H -1.426 1.928 -0.211 0.2475
H -0.078 2.499 -0.926 0.4382
H 1.474 0.002 -0.882 0.3453
H 0.042 -2.620 -0.544 0.3469
H 1.639 -1.932 -0.167 0.1882

=====

# 8
DFT (wB97M-V/def2-TZVPD) results for a molecular structure, C22H29LiN4O2SSe.

```
60
Properties=species:S:1:pos:R:3:mulliken_charge:R:1
Li 1.092 1.391 1.667 0.9298
C -0.706 2.239 3.858 -0.9344
C -1.303 1.061 3.077 -0.5778
N -0.295 0.129 2.587 0.1900
C 0.219 -0.875 3.498 -0.9156
C 1.141 -0.363 4.606 -0.5434
S 2.544 0.672 4.072 -0.0648
C 2.183 2.252 4.896 -0.7176
C 1.515 3.318 4.018 -0.8524
N 0.465 2.775 3.186 0.0590
H -0.413 1.913 4.856 0.2992
H -1.493 2.989 4.009 0.4019
H -1.815 1.451 2.195 0.2669
H -2.060 0.571 3.708 0.4157
H -0.651 -0.324 1.750 -0.2050
H 0.777 -1.592 2.892 0.3969
H -0.589 -1.433 4.000 0.3688
H 1.560 -1.232 5.115 0.4860
H 0.584 0.194 5.358 0.2611
H 3.134 2.641 5.259 0.4479
H 1.587 2.032 5.782 0.3438
H 2.267 3.745 3.351 0.4064
H 1.176 4.128 4.683 0.3248
H 0.218 3.380 2.411 0.3151
C 3.270 -0.181 -1.542 -1.5884
C 2.309 0.720 -0.788 1.0295
O 2.258 0.569 0.437 -0.6559
C 1.516 1.684 -1.526 0.8250
C 1.658 1.776 -2.929 -0.7289
C 0.922 2.642 -3.691 -0.8735
C -0.005 3.485 -3.046 -0.4117
C -0.172 3.436 -1.692 -0.5526
C 0.560 2.528 -0.860 -0.0861
O 0.324 2.500 0.392 -0.6464
H 3.761 -0.828 -0.820 0.3385
H 4.022 0.401 -2.077 0.3956
H 2.739 -0.793 -2.273 0.2980
H 2.379 1.136 -3.422 0.3444
H 1.057 2.689 -4.763 0.4064
H -0.596 4.183 -3.629 0.3788
H -0.892 4.074 -1.196 0.3835
C -0.651 -1.037 -3.725 -0.5519
N -1.407 -1.933 -2.875 0.4078
C -1.822 -1.659 -1.610 -0.2345
Se -1.547 -0.119 -0.685 -0.3715
N -2.485 -2.765 -1.179 0.0376
C -2.505 -3.747 -2.158 0.2924
C -3.043 -5.020 -2.200 -0.8503
C -2.866 -5.742 -3.373 -0.4198
C -2.175 -5.206 -4.459 -0.6919
C -1.635 -3.928 -4.413 -0.5011
C -1.814 -3.210 -3.243 0.6512
H -0.447 -0.120 -3.178 -0.2205
H -1.224 -0.804 -4.623 0.3563
H 0.291 -1.509 -4.009 0.3566
H -2.905 -2.799 -0.267 0.2231
H -3.580 -5.438 -1.359 0.3862
H -3.274 -6.742 -3.445 0.3805
H -2.058 -5.800 -5.356 0.3767
H -1.099 -3.509 -5.254 0.4145
```

=====

# 9
9
Properties=species:S:1:pos:R:3:mulliken_charge:R:1 method="wB97M-V/def2-TZVPD" smiles="Cl[C@H]1C=COO1"
Cl -0.564 -0.043 -2.310 -0.2178
C 0.154 0.647 -0.787 0.1005
C -0.732 0.119 0.468 -0.3264
C 0.076 -0.756 1.041 -0.2828
O 1.306 -0.850 0.507 -0.2089
O 1.399 0.155 -0.519 -0.1661
H 0.173 1.726 -0.912 0.3136
H -1.739 0.416 0.633 0.3842
H -0.076 -1.413 1.878 0.4038

=====

Number 1: LUMO level -0.90 eV, maximum force 8.91 eV/A. Number 2: LUMO level 2.28 eV, maximum force 3.98 eV/A. Number 3: LUMO level -2.36 eV, maximum force 4.50 eV/A. Number 4: LUMO level 4.43 eV, maximum force 2.95 eV/A. Number 5: LUMO level 0.21 eV, maximum force 2.60 eV/A. Number 6: LUMO level 0.83 eV, maximum force 4.21 eV/A. Number 7: LUMO level 0.89 eV, maximum force 8.57 eV/A. Number 8: LUMO level 0.43 eV, maximum force 0.15 eV/A. Number 9: LUMO level 0.93 eV, maximum force 3.31 eV/A.